ORCA calculation (the ωB97M-V functional and the def2-TZVPD basis) on a 13-piece molecular cluster, C3H30O13 overall in a non-equilibrium geometry.

Charge: -1
Largest force on an atom in eV Å⁻¹: 11.6
E_tot in Eh: -1110.1941
2S+1: 2
HOMO (spin up / spin down) in eV: 0.59 / -5.25

Cartesian coordinates (Å):
O -2.458 -1.133 2.397
C -3.248 -1.163 1.568
C -3.057 -1.702 0.106
C -1.660 -2.517 0.207
H -4.335 -0.985 1.691
H -2.991 -1.002 -0.598
H -3.773 -2.238 -0.181
H -0.904 -2.036 -0.548
H -1.934 -3.522 -0.319
H -1.226 -2.564 1.136
H -1.849 1.094 -0.154
H -0.982 -0.263 -0.263
O -0.929 0.679 -0.582
H 0.216 1.475 1.171
H 0.593 2.669 1.976
O -0.139 1.940 1.879
H -0.358 -2.073 3.578
H -0.477 -1.093 2.387
O 0.209 -1.507 2.958
H 2.990 1.336 1.764
H 2.382 0.696 0.529
O 2.494 1.555 0.999
H 3.135 -3.395 1.389
H 1.555 -3.081 2.093
O 2.037 -3.476 1.361
H 2.881 -0.047 -3.786
H 2.865 -1.138 -2.804
O 3.502 -0.658 -3.303
H 0.983 1.946 -0.935
H 1.543 2.373 -2.399
O 1.462 2.527 -1.439
H -2.725 -1.020 -2.445
H -2.464 0.467 -2.210
O -2.711 -0.170 -2.886
H 2.075 3.245 0.046
H 1.355 4.562 0.326
O 1.515 3.798 0.617
H 3.168 1.838 -1.425
H 3.961 0.811 -2.255
O 3.997 1.645 -1.804
H 1.363 -1.882 -1.248
H 0.150 -0.971 -1.286
O 0.918 -1.241 -1.664
H -2.191 1.841 1.376
H -3.710 2.550 1.753
O -3.225 1.831 1.226